Below is a structure of composition C35H32CrN6OP2S4, with properties calculated with the ωB97M-V functional and the def2-TZVPD basis.

Results
<S²>: 6.01
Relative energy (zero: lowest compared OMol25 entry of this formula, charge and spin): 26.83 kJ/mol
DFT total energy: -138148.429 eV
Total charge: -2
LUMO (spin up / spin down): 0.1517 / 0.1517 Ha
Multiplicity: 5

Cartesian coordinates (Å):
H -2.84226 3.82797 -3.45182
N 1.36070 -2.23508 -1.97930
C -0.70509 4.31227 -0.23785
C -1.63283 2.07068 3.00369
H 0.13275 3.16544 -3.51854
N -0.94702 -3.16159 3.38841
N 0.40424 -1.32515 2.67800
C -4.82971 1.42208 -1.19655
C -3.44576 1.33249 -1.23204
H -1.23722 -3.35375 5.40375
H -2.82808 6.82271 -1.05927
H 0.60331 2.31667 -4.98391
H 2.33775 0.22653 3.42472
H 3.02821 2.73321 -4.43686
C 1.59386 0.13717 4.21532
S 1.08082 2.27940 1.64174
C 0.91617 2.55087 -3.96433
C -4.75573 -2.81954 1.49048
H 0.30986 3.96367 -0.39310
N 2.78798 -1.02283 0.86807
P -0.88187 1.98991 1.30971
C -1.14891 0.54985 0.50258
C -2.84517 3.99031 0.79469
H -3.30405 -2.77028 -0.10447
H 2.13905 4.26230 -4.50268
H -2.93587 2.02192 6.65561
H -6.15818 -2.55737 3.09626
H 1.29351 -2.41959 -0.97806
C -3.71849 -0.81755 0.63455
C -3.88720 -2.19712 0.60449
C -2.74393 2.21396 -2.05480
H -4.30162 0.99680 1.62164
H -6.58403 2.41796 -1.92575
H -4.85181 -3.89865 1.47469
C 1.00837 1.28649 -3.16494
C 1.20761 -0.90307 -2.25082
C -0.32619 -2.45775 2.41077
C -5.32692 -0.68914 2.43736
C -1.16559 5.48057 -0.82509
C -4.79511 3.23182 -2.78227
C -2.19905 3.23854 5.04026
N 1.15169 0.03330 -1.34966
C -0.71971 -2.78465 4.63245
C -3.30971 5.16001 0.21137
H -1.91578 -0.04178 3.03320
C -1.53792 3.55926 0.58592
C -5.50222 2.36781 -1.96482
H -5.31692 3.96929 -3.38134
H 2.08089 -0.00463 5.18127
H -1.66513 2.13913 -2.07854
S -2.08701 -1.20577 -1.98988
C 2.23650 3.31692 -3.96565
H 1.03172 1.07260 4.22705
C -2.57105 2.03461 5.63466
H 0.33312 -1.49296 6.01668
H 0.69844 -2.81092 -2.48177
C -2.00169 0.87431 3.60822
C 0.68196 -1.01771 3.94046
C -3.40668 3.14991 -2.82325
H -0.50423 6.05932 -1.45998
H -3.50849 3.41346 1.42879
C 3.90014 -1.31351 0.60588
S -0.43360 -2.93774 0.79089
C -2.46697 5.91036 -0.59793
C -5.48303 -2.06920 2.40327
C 0.12876 -1.74960 4.98766
H 2.54224 3.52781 -2.94185
O 5.03810 -1.61627 0.36623
H -4.33160 5.47633 0.37911
C -2.46462 0.85292 4.91833
N 1.04015 1.28823 -1.88096
P -2.44986 0.00263 -0.42663
C -1.72559 3.25205 3.73964
Cr 0.80162 -0.40490 0.76806
H -2.73906 -0.09233 5.37052
H -2.26954 4.16506 5.59885
C -4.44106 -0.07589 1.56659
H -5.40094 0.73486 -0.58505
S 1.13456 -0.29497 -3.86956
H -5.87416 -0.09220 3.15772
H -1.41002 4.18680 3.29057

Atoms 1-3, force components in eV/Å:
H 0.0 0.0 0.0
N 0.1 0.1 -0.1
C 0.0 -0.1 0.0



Below is a cluster of 5 separate species, C35H32F9N3O7S2 in total at a distorted geometry, with properties calculated with the ωB97M-V functional and the def2-TZVPD basis.

Results
DFT total energy: -101727.920 eV
SMILES: O=C(O)CN(C(=O)OCCSc1nnco1)S(=O)(=O)C(F)(F)C(F)(F)C(F)(F)C(F)(F)F.c1ccccc1.c1ccccc1.c1ccccc1.c1ccccc1
LUMO: -0.0774 Ha

Cartesian coordinates (Å):
H -3.96195 -3.62893 5.97045
H -10.05458 -2.44102 -0.19433
H -1.46817 1.28780 2.05956
H 3.52256 5.03596 -4.43252
C 4.46293 5.99816 -7.55573
H -4.92656 -0.41165 3.96388
C 4.94428 3.99594 -5.67364
C 6.86414 0.82570 -3.07192
C 1.34424 -1.56516 -1.22953
F 7.03627 -1.35433 -1.83741
N 2.71618 -1.96492 -0.73469
C -7.91301 -2.56442 -0.39530
C -9.15020 -0.49042 -0.33773
C -2.57805 0.64708 -0.90165
N -3.83581 1.38753 -1.30293
H -5.81576 0.10004 -0.64920
O -1.52733 1.67025 -0.73388
F 3.59926 0.36599 -2.68635
C 3.80441 6.02317 -6.32671
H 3.47597 0.00720 -0.13803
C 5.36213 4.97129 -7.84420
C -7.95894 0.22308 -0.46695
S 3.85515 -2.24960 -2.02632
C -3.54287 0.60802 5.26288
S -2.21925 -1.16335 -0.57812
H 6.31083 3.17592 -7.12350
C -2.93034 -3.88188 9.20121
O 4.83444 -3.34506 -1.54324
H -7.89543 -3.65118 -0.37190
F 7.72488 -0.01583 -3.97123
H -0.46912 -3.13736 -3.49583
H 3.10564 6.82485 -6.10105
O 3.02292 -2.90864 -3.19538
F 4.91326 -1.00861 -4.20515
H -1.63288 -2.48152 10.20062
O 0.41018 -2.63289 -1.61681
C -2.14204 -2.73306 9.27402
H -1.99422 1.68203 6.30724
C 4.64611 -0.72217 -2.75406
C -1.59681 1.55889 4.19337
H -1.39491 -1.01187 8.21510
C 5.60562 3.97305 -6.90124
C -6.72147 -1.85079 -0.52073
C 6.06577 -0.26350 -2.08448
H 5.33083 -3.52428 1.10406
C -3.25093 0.39273 2.87432
C -3.45150 -3.37800 6.89658
O 1.06178 -0.24170 -1.22713
C -2.05543 -2.14934 -2.16775
H -3.03200 -4.52701 10.06965
H 4.27581 6.77838 -8.28887
C -9.12696 -1.88486 -0.29881
H -4.12415 0.41681 6.16109
C -2.65882 -2.23221 6.96765
C 3.24922 -1.03865 0.33509
H -7.97739 1.30972 -0.49891
O 5.47185 -1.00230 1.79261
C -2.10131 3.00565 -1.04411
F 8.84205 2.37679 -3.25868
F 5.91163 0.46999 -0.77250
F 8.75452 1.08196 -1.25642
F 7.21088 3.00086 -1.63027
H 2.34673 -0.86181 1.09648
H 5.87338 4.95010 -8.80262
C 4.46960 -1.68487 1.22122
F 5.94948 1.72055 -3.81639
C -2.00797 -1.90799 8.15770
C -2.34484 1.31804 5.34549
H 5.13237 3.21666 -4.93984
C 4.04087 5.01987 -5.38741
C -2.05002 1.09799 2.95763
H -0.14957 -1.27441 -3.30257
O 4.46580 -3.15974 1.47089
H -10.09660 0.03922 -0.26748
C -3.58863 -4.20108 8.01395
C 7.89909 1.80308 -2.22704
H -3.60627 0.03674 1.91114
H -0.66010 2.10708 4.25833
H -4.20843 -5.09255 7.95917
C -0.47928 -2.23256 -2.71748
H -5.77526 -2.38067 -0.59247
H -2.32865 -3.27586 -1.88494
C -6.74411 -0.45630 -0.55409
H -2.81012 -1.83755 -3.01822
N -3.55392 2.76868 -1.40382
H -1.45721 3.99742 -1.00608
H -2.54971 -1.59216 6.09655
C -3.99423 0.14385 4.02773

Atoms 1-3, force components in eV/Å:
H 0.1 0.0 0.1
H 0.1 0.1 0.0
H -0.1 0.0 0.1



Below is a cluster of 6 separate species, C35H32N4O25 in total at a distorted geometry, with properties calculated with the ωB97M-V functional and the def2-TZVPD basis.

Results
DFT total energy: -93958.838 eV
SMILES: NC(N)(N)COC(=O)N(O)CC(=O)O.O=C1C=C(O)C(=O)C=C1O.O=C1C=C(O)C(=O)C=C1O.O=C1C=C(O)C(=O)C=C1O.O=C1C=C(O)C(=O)C=C1O.O=C1C=C(O)C(=O)C=C1O
LUMO: -0.0692 Ha

Cartesian coordinates (Å):
C 8.65851 5.09458 0.83331
C 3.85049 4.20921 -3.04848
H 1.89613 -1.85363 -0.61244
H -1.64968 -1.34995 1.88277
C -4.69010 -2.92341 -3.81780
H 8.14863 6.30485 2.65856
O -5.11116 3.49406 7.63128
H -7.00800 -3.01575 2.70419
C -5.84732 2.01826 5.94003
O -4.76745 -3.86030 2.98254
H 5.56765 -0.86644 -2.84599
C 3.83124 -1.71514 -1.61337
N -5.39847 -2.04496 1.72544
O -4.05487 -3.00392 -1.49838
C 4.66664 5.01206 -3.92458
C 5.16447 -2.39545 -1.83835
O -2.74167 -1.58323 -6.61880
C -4.49719 -2.75664 2.54935
O 9.42587 5.97687 1.17239
O 3.68059 -0.65300 -2.19256
C 7.93164 3.29238 -0.58887
C 2.84896 -2.34404 -0.76359
N -2.48654 -4.39336 0.60188
C 3.15506 -3.52297 -0.20243
C -3.15348 -1.97057 -5.41765
H 2.97902 4.66660 -2.60240
H -4.97309 -3.34189 -1.46552
N -0.49061 -3.09454 0.65316
C -4.34443 -2.53151 -5.17549
C 7.42293 4.90865 1.68168
C -6.58329 4.49176 4.55404
H 7.25681 1.87143 -1.61019
H -7.44239 -1.74029 1.53577
O -7.28967 3.00447 2.85385
C -2.40410 -2.10740 1.65136
C -2.49037 -2.09916 -2.96750
H -5.55884 1.13895 6.49844
C -6.02737 4.55801 5.77271
O -3.33980 -2.10317 2.75338
H 7.10535 2.64955 -4.76789
H -5.64239 -0.46365 2.81411
O -6.66105 0.82989 4.06974
H -7.06863 1.11943 3.22280
H 0.31123 -3.35074 1.22117
H -1.75997 -3.58389 3.46927
C -5.61652 3.32220 6.54012
C 8.85418 4.22462 -0.30649
H -0.44707 -3.71550 -0.15159
C -6.95509 -3.55053 0.59552
O -1.08335 -1.23066 -4.65551
H -5.07065 -2.71621 -5.95417
O 5.69811 1.15326 -3.13675
C -2.14376 -1.73043 -4.32358
O 5.88998 2.26503 -0.09475
H 6.41024 -4.07318 -1.42446
O 6.55311 5.19720 -5.35498
O -5.78586 5.68999 6.41392
H -1.67362 -5.05417 2.72331
O -5.73037 -3.46603 -3.51196
H 5.60898 3.84235 1.99848
C 6.68287 3.12274 0.24658
O -6.69775 -3.27893 -0.54218
H 2.79854 -5.00831 0.85601
C 6.23174 3.10626 -4.32518
O -5.34083 -0.64362 1.90408
H 3.87981 1.26216 -1.97846
N -1.37631 -4.08982 2.68314
H -7.35032 -4.93547 1.84925
O -7.53641 -4.71968 0.92199
H -3.01813 -3.91357 -0.11643
C -6.40136 1.96253 4.72596
C 5.42236 2.30492 -3.43380
C -1.70368 -3.46425 1.41666
C 5.46196 -3.57712 -1.27529
H -5.37602 5.44519 7.26690
O 2.32995 -4.19164 0.58859
H -6.87943 5.36964 3.99791
C 4.48293 -4.21207 -0.42142
O 5.99407 -1.71840 -2.61140
C -6.75428 -2.57297 1.73723
C 6.49870 3.97997 1.40071
O 7.34910 5.74349 2.70722
H -1.84179 -1.22298 -6.49120
O 4.46054 6.18138 -4.20066
H -2.92631 -1.79573 0.73483
C 4.18664 2.92738 -2.81144
C -3.68723 -2.65211 -2.71824
H -1.76369 -1.91062 -2.18825
C -6.79959 3.19437 3.95191
O 8.04226 2.45466 -1.60854
O 4.64249 -5.27353 0.15345
C 5.88163 4.37862 -4.56258
O 3.47562 2.14976 -2.02571
H 6.07366 6.05056 -5.32770
H 9.74883 4.35381 -0.89893
H -3.11813 -4.93653 1.17699

Atoms 1-3, force components in eV/Å:
C 0.1 -0.1 -0.2
C 0.0 0.1 0.0
H 0.0 0.0 0.0



Below is a structure of composition C35H33AgF8N2OSiTe, with properties calculated with the ωB97M-V functional and the def2-TZVPD basis.

Results
Relative energy (zero: lowest compared OMol25 entry of this formula, charge and spin): 0.00 kJ/mol
DFT total energy: -82770.177 eV
Total charge: -2
LUMO: 0.1589 Ha

Cartesian coordinates (Å):
H -6.68726 -0.98934 2.08784
H 7.56441 2.50522 -0.73398
H 2.74567 -1.09867 1.43145
C 4.36183 1.59995 -1.48683
C -0.80776 2.78411 -1.85378
C 3.24014 2.21844 1.78280
H 0.59554 2.20847 1.03210
C 3.20721 -0.11088 3.27029
C -0.82653 4.52170 -0.02246
Te -0.82445 -1.10831 3.16598
C 1.06002 -5.99458 -1.58803
H -1.78042 4.71561 -1.98127
F -9.63717 -0.78980 -0.61516
C 0.40092 -4.77884 -1.40861
C -6.97844 -0.89810 -1.28594
C -6.39029 -0.97511 1.04577
C -8.79910 -0.90828 0.43870
H -2.27498 2.99221 0.43090
H 1.86859 3.32196 -0.82220
N 0.23236 -3.24040 -3.48169
C 5.51089 1.87671 -0.74231
C -0.07239 -4.40255 -0.15238
F -1.81587 -1.32511 4.75541
C 1.24068 -6.84240 -0.50997
C -0.29715 2.10349 0.41177
H -4.28957 -1.03381 1.48242
F 0.01780 0.25158 4.16776
C 3.46922 2.27147 3.15075
C 0.25570 -3.89832 -2.54000
C -5.63573 -0.92724 -1.61968
C 4.45778 1.76572 -2.87389
H -1.27496 3.42175 1.80217
C -1.25453 3.25982 0.72214
H -0.75463 1.15071 0.68769
H -5.33092 -0.90728 -2.65754
F -1.95450 -2.51550 2.58433
H 5.48497 1.75453 0.33490
C 1.52511 2.35693 -1.24724
H 1.65781 2.45294 -2.33306
C 2.98659 -0.15283 1.89927
C -3.25981 -1.01616 -0.96170
C 3.45251 1.10082 3.89838
Ag 0.03102 -0.83829 -1.21753
C 0.12170 -5.26061 0.92229
H 0.92162 -7.13219 1.59018
C 6.69071 2.30219 -1.34406
C -4.64130 -0.98404 -0.63244
C 0.77070 -6.47338 0.74331
H -0.53166 2.61288 -2.89771
F 0.29256 -2.40149 3.99018
H 1.75769 -7.78479 -0.64489
F -2.20232 0.11306 2.75131
O 0.11910 -0.93192 1.66802
H -1.45755 5.37093 0.25511
F -9.18013 -2.03545 1.09346
C 5.62704 2.19369 -3.48692
Si 2.71059 0.94434 -0.74126
H -0.02639 4.79770 -2.02380
H 2.42000 -0.78549 -2.43466
F -9.10587 0.11093 1.27989
C -2.05754 -0.98779 -1.18695
H 0.19355 4.77694 0.28323
C 6.75334 2.46620 -2.72010
H 3.24524 3.14379 1.21313
C 2.20684 -0.67653 -1.36552
H 1.43269 -6.25730 -2.56968
H 3.59632 1.53943 -3.49546
H -7.72915 -0.85503 -2.06405
C -0.86947 4.28961 -1.54682
H -1.79306 2.32817 -1.72085
H 3.14433 -1.02316 3.85107
H -0.55720 -3.44220 -0.01783
H 3.64339 3.22557 3.63619
C -7.36335 -0.92336 0.04794
N 0.12022 2.07721 -0.99947
H -0.22429 -4.95745 1.89810
H 2.66805 -1.51291 -0.83346
C 2.99726 1.00831 1.12669
H 7.67098 2.79847 -3.19252
H 5.66284 2.31005 -4.56466
C -5.05181 -1.00391 0.71431
H 3.60398 1.13715 4.97113

Atoms 1-3, force components in eV/Å:
H 0.0 0.0 0.0
H 0.0 0.0 0.0
H 0.0 0.0 0.0



Below is a structure of composition C35H33AgF8N2OSiTe, with properties calculated with the ωB97M-V functional and the def2-TZVPD basis.

Results
Relative energy (zero: lowest compared OMol25 entry of this formula, charge and spin): 69.23 kJ/mol
DFT total energy: -82769.459 eV
Total charge: -2
LUMO: 0.1471 Ha

Cartesian coordinates (Å):
C -1.79710 2.96995 0.33818
O 1.81068 -0.78391 0.09443
C 2.78566 -4.91900 2.74388
C -4.87835 5.85619 0.51457
C 0.15765 -0.74540 -5.48162
H 2.73760 -1.59683 2.14157
C 1.12240 -0.75779 -6.47606
C -1.01733 -1.83245 6.59148
C -2.58141 -0.22209 5.75372
H -3.16970 3.71976 2.51136
F 4.30696 -0.60017 1.00223
C 0.11354 0.31291 -4.57853
C 0.98614 -2.77672 2.55418
C -2.07049 -0.95809 6.81522
F 3.98088 -2.08868 -0.98640
H -0.52316 -4.26397 2.95882
H 3.47979 -5.75071 2.79440
H -4.97637 5.40238 2.61135
H -1.23578 -2.66070 -2.56843
C -3.46194 -3.33613 -0.88764
C 2.00358 1.32422 -5.65130
F -5.65384 7.90477 1.42039
H -0.42153 1.06541 2.49242
C -0.64313 -2.75411 -0.49698
Si -0.26920 -1.38402 2.45519
H 2.73963 2.11583 -5.70162
C -3.23771 4.63502 -0.74247
C -0.98301 -1.25033 4.22952
H 2.80128 0.26156 -7.33667
F -6.28477 7.41268 -0.58895
C -2.83020 3.94567 0.40738
H -2.44438 0.22840 3.67290
Te 3.48837 -0.16151 -0.67269
H -2.82580 -1.42536 -1.64838
H -0.29200 -4.07649 -2.14187
H -4.55127 6.09558 -1.59126
C -2.03949 -0.36867 4.48471
H -2.12163 -5.04722 -0.88449
Ag 0.47825 0.71531 0.06050
N -1.67530 -1.84017 0.03076
N -1.54030 0.32612 -2.60198
C -4.48632 5.18521 1.66977
C -3.47777 4.24416 1.61674
H -3.39880 0.47117 5.91648
C -0.48485 -1.97355 5.31487
C 0.53828 -4.07460 2.82491
H 4.29916 -3.45107 2.30378
C -1.08897 -3.41675 -1.79190
C -2.94118 -1.91020 -0.67954
C 2.04135 0.27863 -6.56505
C -0.86687 0.33731 -3.53085
C 3.24794 -3.63825 2.48283
H -3.76839 -3.76573 0.07062
F -7.11804 6.35488 1.10505
C -5.96829 6.86880 0.60331
H 1.02390 2.12102 -3.89976
H -2.58771 -1.20352 1.77954
F 1.06061 1.14459 -1.87039
C -1.80445 -1.90600 1.47077
C 1.04382 1.34594 -4.65344
F 3.13498 1.53187 0.32951
H -2.12810 -2.90341 1.83859
H -0.55416 -1.55509 -5.38744
H 0.30069 -2.21682 -0.62120
H -0.45304 -3.55836 0.23192
H -2.48677 -0.84479 7.80963
C -4.24934 5.57698 -0.69143
C -0.94907 2.10519 0.25339
H 0.34102 -2.65858 5.15982
C -2.37230 -4.21332 -1.54795
H 1.28395 0.57119 2.37204
H -2.74475 4.40901 -1.67809
C 1.42383 -5.13805 2.92071
H 1.05210 -6.13739 3.11963
H -4.36042 -3.29570 -1.51159
C 0.26516 0.34760 2.04852
C 2.35637 -2.57522 2.39623
H 1.16518 -1.58497 -7.17345
H -2.73859 -4.65650 -2.47868
H -0.60390 -2.40557 7.41381
H -3.66809 -1.30791 -0.12972
F 5.40587 0.60460 -0.95145

Atoms 1-3, force components in eV/Å:
C -0.1 -0.1 0.1
O 0.1 0.0 0.0
C 0.0 0.0 0.0